The following is a DFT calculation (ωB97M-V/def2-TZVPD) of a 3-piece molecular cluster, C22H49B2N3O6S2 overall in a non-equilibrium geometry.

Last column: Löwdin charge in e.
CARTESIAN COORDINATES (ANGSTROEM)
1 S 2.455 0.069 -0.149  0.895
2 S -0.196 -1.650 3.042  0.768
3 O -0.062 2.219 -2.254  0.076
4 O 0.831 -0.002 -3.082  0.029
5 O 1.458 1.305 2.970  -0.068
6 O 0.344 2.758 1.098  0.035
7 O -0.008 -1.430 -1.018  -0.077
8 O -0.037 -3.590 0.373  -0.015
9 N -7.266 2.486 0.311  -0.189
10 N 7.171 -1.840 -1.996  -0.190
11 N -2.378 0.393 0.958  -0.136
12 C 3.277 -1.615 2.806  -0.017
13 C 2.387 -1.964 1.630  -0.203
14 C -6.164 1.736 -0.300  -0.255
15 C -7.789 1.922 1.557  -0.249
16 C -1.872 -0.007 -0.408  -0.121
17 C 8.833 -3.623 -2.770  -0.093
18 C -9.227 3.990 -0.095  -0.094
19 C 8.562 -2.204 -2.282  -0.253
20 C 6.614 -2.419 -0.771  -0.250
21 C 4.953 -1.194 -2.965  -0.100
22 C 0.748 0.075 0.710  -0.388
23 C -3.240 -0.673 1.602  -0.156
24 C -6.503 0.414 -0.981  -0.091
25 C 6.307 -1.866 -3.179  -0.266
26 C 6.153 -3.872 -0.821  -0.085
27 C 1.633 2.618 3.609  -0.221
28 C -0.246 -0.012 -0.587  -0.258
29 C -8.258 2.954 -0.660  -0.270
30 C -8.743 0.737 1.453  -0.089
31 C 2.923 3.420 2.914  -0.089
32 C 0.819 -1.398 1.487  -0.577
33 C 0.193 -2.274 0.207  -0.224
34 B 0.182 0.787 -1.991  -0.409
35 B 0.856 1.450 1.600  -0.501
36 H -7.351 0.502 -1.664  0.069
37 H 6.996 -4.565 -0.790  0.055
38 H -5.644 0.076 -1.572  0.069
39 H 7.335 -2.306 0.049  0.115
40 H 2.820 -1.347 3.850  0.065
41 H 3.139 1.213 0.368  -0.047
42 H -8.212 -0.191 1.232  0.054
43 H 4.443 -1.575 2.576  0.077
44 H -6.954 1.646 2.213  0.114
45 H -8.834 2.122 -1.083  0.097
46 H -8.303 2.722 2.104  0.102
47 H 5.533 -4.089 0.056  0.069
48 H -2.697 -1.703 1.419  0.082
49 H 5.551 -4.093 -1.705  0.071
50 H -7.737 3.432 -1.497  0.118
51 H -9.250 0.591 2.413  0.074
52 H -3.050 1.202 0.789  0.101
53 H 2.845 -2.674 0.796  0.120
54 H -9.518 0.885 0.697  0.069
55 H -2.304 0.782 -1.185  0.140
56 H 9.860 -3.690 -3.148  0.072
57 H 4.327 -1.751 -2.261  0.055
58 H 5.073 -0.171 -2.592  0.077
59 H 6.804 -1.323 -3.992  0.118
60 H 0.580 -2.568 3.817  -0.069
61 H -3.276 -0.409 2.764  0.100
62 H 3.524 3.984 3.757  0.083
63 H 8.168 -3.919 -3.585  0.068
64 H -2.377 -1.048 -0.700  0.158
65 H -5.685 2.385 -1.044  0.110
66 H -9.861 4.382 -0.898  0.073
67 H -9.890 3.560 0.662  0.064
68 H 6.144 -2.888 -3.539  0.099
69 H 1.826 0.154 -3.083  0.100
70 H -4.317 -0.622 1.131  0.080
71 H -0.353 2.693 -1.420  0.099
72 H 1.961 2.464 4.746  0.134
73 H -5.385 1.555 0.452  0.088
74 H -6.715 -0.373 -0.254  0.052
75 H 2.426 4.226 2.193  0.085
76 H 0.675 3.289 3.642  0.133
77 H 9.179 -2.012 -1.395  0.111
78 H 5.760 -1.805 -0.460  0.092
79 H -8.690 4.834 0.349  0.080
80 H 8.943 -1.509 -3.041  0.108
81 H 3.639 2.683 2.329  0.086
82 H 8.747 -4.352 -1.962  0.055
83 H 4.410 -1.142 -3.915  0.076
84 H 0.985 3.044 0.356  0.130

Calculated values
- gap between HOMO and LUMO (Eh) = 0.3049
- highest occupied orbital energy (eV) = -8.200
- strongest force on any atom (eV/Å) = 9.1
- structure (SMILES) = C=C[C@]1(S)C(=O)O[C@](CNC)(B(O)O)[C@@]1(S)B(O)OCC.CCN(CC)CC.CCN(CC)CC

The following is a DFT calculation (ωB97M-V/def2-TZVPD) of C22H49Br12O12P3 as an isolated structure in a non-equilibrium geometry.

Last column: Löwdin charge in e.
CARTESIAN COORDINATES (ANGSTROEM)
1 Br 0.819 -4.277 5.136  0.630
2 Br -1.936 -2.759 4.774  0.778
3 Br -0.201 -3.547 2.262  0.668
4 Br 4.058 -0.467 -5.500  0.620
5 Br -2.778 -5.183 0.043  0.618
6 Br 2.396 0.504 -0.547  0.702
7 Br -0.665 0.779 -0.713  0.713
8 Br -1.452 -2.805 -1.486  0.702
9 Br 1.910 1.357 -4.131  0.566
10 Br -2.544 -5.334 -3.084  0.631
11 Br 1.974 -1.716 -3.481  0.661
12 Br 0.679 -0.056 2.016  0.713
13 P 0.499 5.727 0.908  0.254
14 P 3.207 -3.942 0.031  0.300
15 P -4.359 -0.999 -0.332  0.255
16 O -3.043 -1.077 0.433  -0.280
17 O 1.154 6.744 1.870  -0.165
18 O -5.260 -2.134 -0.179  -0.214
19 O -0.580 6.227 0.116  -0.180
20 O 3.179 -2.466 0.527  -0.227
21 O -3.837 -0.769 -1.786  -0.231
22 O 0.122 4.656 1.982  -0.161
23 O 4.483 -4.073 -0.886  -0.138
24 O 3.189 -4.996 1.036  -0.208
25 O 1.683 5.166 0.055  -0.168
26 O 2.009 -3.881 -0.963  -0.232
27 O -4.985 0.410 0.026  -0.157
28 C 4.933 -3.002 -1.662  -0.327
29 C -0.178 -3.021 4.099  -1.605
30 C 0.625 9.087 1.460  -0.070
31 C 1.444 -5.089 -2.969  -0.105
32 C 3.607 3.893 -0.414  -0.102
33 C -6.530 1.903 1.021  -0.080
34 C 5.459 -3.507 -2.951  -0.077
35 C 3.653 -2.500 2.911  -0.087
36 C -2.920 -1.693 1.739  -0.298
37 C -4.010 -1.282 -4.142  -0.066
38 C -2.129 3.775 1.915  -0.062
39 C 3.044 -0.192 -3.923  -1.670
40 C 4.048 -2.023 1.573  -0.283
41 C 1.633 7.958 1.272  -0.256
42 C -2.770 -4.179 -1.591  -1.607
43 C -0.640 3.509 1.611  -0.282
44 C -6.114 0.484 0.896  -0.294
45 C -2.897 -0.653 2.845  -0.139
46 C 1.527 -5.160 -1.466  -0.240
47 C 2.854 4.562 0.675  -0.240
48 C 0.765 -0.167 0.114  -1.577
49 C -4.759 -0.869 -2.908  -0.239
50 H 2.143 -5.975 -1.102  0.117
51 H -0.367 2.650 2.220  0.066
52 H 6.276 -4.218 -2.775  0.088
53 H 2.605 -2.258 3.076  0.028
54 H 0.686 -1.219 -0.120  -0.058
55 H -4.666 -1.820 -4.830  0.084
56 H -5.894 0.091 1.895  0.112
57 H 4.717 -4.017 -3.568  0.071
58 H -2.870 -1.158 3.811  -0.083
59 H 5.719 -2.431 -1.151  0.126
60 H 3.663 0.008 -3.068  -0.069
61 H 0.519 -5.254 -1.054  0.094
62 H -7.292 2.052 1.782  0.081
63 H 1.857 7.822 0.213  0.117
64 H -2.342 3.774 2.986  0.076
65 H -3.491 -0.471 -4.644  0.080
66 H -0.093 9.109 0.633  0.076
67 H -3.241 -2.023 -3.886  0.049
68 H -2.495 4.685 1.446  0.073
69 H 0.640 -4.441 -3.300  0.023
70 H -3.758 0.012 2.818  0.069
71 H -5.560 -1.573 -2.680  0.115
72 H 4.156 -2.246 -1.872  0.062
73 H 5.074 -2.331 1.328  0.127
74 H 1.278 -6.098 -3.368  0.089
75 H -3.724 -3.678 -1.660  -0.041
76 H 2.499 3.872 1.441  0.118
77 H -5.211 0.116 -3.056  0.123
78 H 5.884 -2.704 -3.561  0.074
79 H -2.017 -0.021 2.711  0.027
80 H 1.106 10.063 1.489  0.073
81 H -3.700 -2.442 1.864  0.112
82 H 2.548 8.194 1.815  0.118
83 H -1.938 -2.162 1.731  -0.036
84 H 2.929 3.394 -1.097  0.043
85 H 4.288 -2.043 3.673  0.094
86 H 3.434 5.369 1.120  0.121
87 H 2.391 -4.772 -3.414  0.054
88 H -2.732 2.946 1.505  0.068
89 H -6.863 2.330 0.068  0.084
90 H 4.057 -0.936 1.535  0.090
91 H 3.743 -3.580 3.004  0.074
92 H -5.670 2.544 1.271  0.078
93 H 4.409 3.272 -0.021  0.079
94 H -0.592 3.258 0.553  0.057
95 H 0.359 -2.090 4.147  -0.061
96 H 0.028 8.924 2.356  0.082
97 H -6.948 -0.120 0.527  0.121
98 H 4.089 4.673 -1.020  0.087

Calculated values
- gap between HOMO and LUMO (Eh) = 0.3597
- highest occupied orbital energy (eV) = -10.020
- strongest force on any atom (eV/Å) = 2.5

The following is a DFT calculation (ωB97M-V/def2-TZVPD) of C22H49ErN2O2P3 as an isolated structure in a non-equilibrium geometry.

Last column: Löwdin charge in e.
CARTESIAN COORDINATES (ANGSTROEM)
1 Er 0.026 0.263 -0.317  0.959
2 P 2.056 1.655 1.085  0.719
3 P -1.079 2.637 -1.131  0.728
4 P 2.276 -0.396 -1.794  0.723
5 O -1.164 -1.183 -1.226  -0.188
6 O -0.563 -0.391 1.530  -0.228
7 N -1.745 0.292 3.348  -0.097
8 N -0.125 -1.427 3.479  -0.081
9 C -1.682 0.756 4.735  -0.013
10 C -2.983 -1.069 -4.310  -0.026
11 C -1.371 -2.893 -4.447  -0.032
12 C -0.816 -0.509 2.800  -0.419
13 C -1.192 4.056 0.030  -0.240
14 C 0.847 -2.230 2.735  0.003
15 C 3.849 0.525 -2.000  -0.244
16 C -1.085 -2.765 -3.081  -0.031
17 C -2.812 2.568 -1.724  -0.244
18 C -1.740 -1.739 -2.413  -0.274
19 C 1.438 2.362 2.660  -0.244
20 C 1.901 -0.739 -3.554  -0.234
21 C 3.507 0.741 1.730  -0.240
22 C -2.621 1.050 2.454  -0.009
23 C -0.307 3.436 -2.592  -0.242
24 C -0.458 -1.865 4.833  -0.002
25 C -2.293 -2.032 -5.053  -0.035
26 C -2.744 -0.954 -2.938  -0.018
27 C 2.922 -2.034 -1.263  -0.241
28 C -0.938 -4.606 0.282  -0.073
29 C 2.825 3.147 0.352  -0.237
30 C -2.203 -4.163 0.345  -0.043
31 H -2.639 -3.800 1.283  0.063
32 H -2.178 0.055 5.421  0.103
33 H 4.530 -0.064 -2.633  0.080
34 H 4.248 1.461 2.104  0.080
35 H -0.498 -4.983 -0.650  0.059
36 H -2.219 1.708 4.782  0.107
37 H -3.029 0.389 1.677  0.105
38 H 0.408 2.728 2.554  0.033
39 H -0.694 -1.849 -0.643  0.095
40 H -3.477 2.277 -0.900  0.059
41 H -3.112 3.555 -2.103  0.080
42 H -3.695 -0.390 -4.779  0.128
43 H -2.095 1.897 1.974  0.074
44 H 1.616 -1.587 2.275  0.077
45 H 0.358 -2.829 1.948  0.072
46 H -0.372 -3.403 -2.553  0.117
47 H -0.322 -4.711 1.184  0.050
48 H 3.971 0.116 0.957  0.023
49 H 2.050 3.798 -0.076  0.037
50 H -2.863 -4.151 -0.531  0.069
51 H -3.256 -0.232 -2.300  0.112
52 H 4.339 0.724 -1.041  0.031
53 H 3.532 2.875 -0.440  0.041
54 H 0.764 3.599 -2.413  0.044
55 H -0.018 -2.855 4.973  0.106
56 H -1.284 4.987 -0.548  0.075
57 H 1.905 0.204 -4.117  0.064
58 H 3.191 0.091 2.557  0.046
59 H 3.646 1.483 -2.496  0.059
60 H 2.103 -2.763 -1.182  0.041
61 H -0.419 2.788 -3.473  0.060
62 H -1.543 -1.941 4.976  0.110
63 H 1.336 -2.899 3.450  0.114
64 H -0.646 0.928 5.067  0.103
65 H 3.651 -2.393 -2.004  0.074
66 H 2.087 3.201 2.948  0.071
67 H -0.870 -3.657 -5.044  0.131
68 H 3.410 -1.949 -0.282  0.047
69 H -0.801 4.400 -2.784  0.075
70 H -0.032 -1.194 5.592  0.107
71 H -3.447 1.449 3.054  0.116
72 H -2.478 -2.118 -6.128  0.130
73 H 0.915 -1.207 -3.663  0.023
74 H 3.350 3.688 1.152  0.071
75 H 1.461 1.606 3.457  0.051
76 H -2.904 1.829 -2.530  0.030
77 H -2.074 3.942 0.675  0.055
78 H 2.664 -1.413 -3.967  0.076
79 H -0.297 4.114 0.666  0.028

Calculated values
- gap between HOMO and LUMO (alpha / beta) (Eh) = 0.2979 / 0.3024
- highest occupied orbital energy (alpha / beta) (eV) = -17.118 / -17.119
- strongest force on any atom (eV/Å) = 2.4
- net charge = +3
- spin multiplicity = 4

Q: Which value of strongest force on any atom does entry 2 give?
A: 2.5 eV/Å